1.
Here is a molecular structure, C35H68BF6GeN10O2RuSbSe at a distorted geometry from OMol25. Energies are from ωB97M-V/def2-TZVPD.

* lowest unoccupied orbital energy (spin up / spin down): -7.2 / -7.2 eV
* net charge: +2
* HOMO level (spin up / spin down): -11.91 / -11.90 eV
* spin multiplicity: 1
* energy relative to the best compared isomer or geometry (same formula, charge and spin): 369.5 kJ/mol
* F_max: 0.0759 Eh/bohr
* total energy: -7509.69899 Ha

Geometry as XYZ:
```
126
Properties=species:S:1:pos:R:3:forces:R:3
Ru -0.0735 0.5995 -0.8171 -2.1290 1.2477 -0.3257
C -2.9085 4.8695 -2.5988 -0.1149 -0.1005 0.0505
C -1.8146 3.8611 -2.6401 0.2749 0.0127 -0.2905
C -0.7659 3.7608 -3.5356 -0.0802 0.0984 0.0174
C -0.0422 2.6252 -3.1610 -0.3520 -0.0382 0.0737
N -0.5995 2.1121 -2.0596 0.5330 0.2307 -0.5206
N -1.6996 2.8376 -1.7728 -0.3415 0.2840 0.0647
B -2.7081 2.3337 -0.7295 0.5858 -0.0602 -0.2233
N -3.0500 0.8553 -1.0655 -0.4724 -0.0057 -0.0281
N -2.1398 -0.0098 -1.5737 1.3375 0.0087 1.0435
C -2.7695 -1.1531 -1.8561 -0.1567 -0.0707 0.2026
C -4.1222 -1.0124 -1.5018 0.1148 -0.0826 0.0318
C -4.2582 0.2790 -1.0134 0.0075 -0.2054 0.0004
C -5.4957 0.9399 -0.5104 0.0879 0.1795 -0.0647
C -2.1533 -2.3307 -2.5798 0.0835 0.1615 0.0123
C -2.9688 -3.6012 -2.3173 0.0466 0.0562 -0.0483
C -2.2254 -2.0088 -4.0835 0.0480 -0.0874 0.0515
C -0.7000 -2.5689 -2.1615 -0.0893 -0.0671 0.0049
N -2.0112 2.4260 0.6296 -0.2445 0.0700 0.3186
N -0.7568 1.9496 0.7702 0.3485 -1.0354 -0.5132
C -0.3079 2.3412 1.9673 -0.1052 0.0502 -0.0111
C -1.3181 3.0701 2.6082 0.0656 -0.0003 0.0632
C -2.3760 3.1198 1.7226 0.1276 -0.0943 0.1224
C -3.6746 3.8385 1.8571 -0.0284 0.0042 -0.1257
C 1.0703 2.0564 2.5175 -0.0546 -0.0951 -0.1025
C 1.4907 3.1760 3.4777 -0.0476 -0.0385 -0.1071
C 2.0841 1.9831 1.3713 -0.2188 0.0501 0.0518
C 1.0407 0.7459 3.3168 0.1735 0.0649 -0.0705
C 1.0545 1.9275 -3.9212 0.0656 0.0080 0.2516
C 0.8562 2.1640 -5.4242 0.0391 0.0140 0.0791
C 0.9232 0.4243 -3.6602 -0.0711 0.1021 -0.2275
C 2.4250 2.4577 -3.4832 -0.0347 -0.1226 -0.0560
H -2.7163 5.6436 -3.3372 0.0140 0.0229 0.0103
H -2.9872 5.3339 -1.6160 0.0021 0.0311 -0.0056
H -3.8714 4.4129 -2.8314 -0.0247 0.0230 0.0096
H -0.5578 4.4183 -4.3615 -0.0637 -0.0005 -0.0434
H -3.6996 2.9853 -0.7500 -0.0937 0.0565 0.0738
H -4.9214 -1.7159 -1.6660 -0.0336 0.0206 -0.0673
H -6.3367 0.2563 -0.6041 -0.0180 0.0028 0.0342
H -5.7222 1.8401 -1.0809 -0.0229 -0.0002 -0.0009
H -5.3912 1.2351 0.5343 -0.0336 -0.0174 0.0144
H -3.0365 -3.8294 -1.2492 0.0196 0.0272 0.0332
H -2.4837 -4.4488 -2.8019 -0.0269 -0.0236 -0.0237
H -3.9757 -3.5136 -2.7288 -0.0116 -0.0451 0.0044
H -1.7229 -2.7897 -4.6553 -0.0037 -0.0053 -0.0391
H -3.2612 -1.9503 -4.4195 -0.0121 0.0492 0.0056
H -1.7452 -1.0554 -4.2954 0.0011 -0.0050 -0.0463
H -0.6420 -3.0701 -1.1936 0.0085 0.0707 0.0577
H -0.1437 -1.6371 -2.0869 0.0649 -0.0671 -0.0788
H -0.1977 -3.2053 -2.8905 -0.0073 -0.0171 -0.0172
H -1.2754 3.5240 3.5828 0.0048 0.0739 -0.0157
H -3.7829 4.2263 2.8670 0.0241 -0.0178 0.0158
H -4.5227 3.1901 1.6402 -0.0169 0.0050 0.0135
H -3.7199 4.6797 1.1644 -0.0337 0.0109 0.0100
H 1.3806 4.1587 3.0201 0.0211 0.0118 -0.0109
H 2.5381 3.0370 3.7518 0.0133 0.0224 0.0494
H 0.8997 3.1504 4.3931 0.0067 0.0385 0.0205
H 2.2774 2.9792 0.9728 0.0658 -0.0265 -0.0630
H 1.7283 1.3538 0.5524 0.0963 -0.0641 0.0256
H 3.0267 1.5573 1.7243 0.0946 0.0807 0.0040
H 0.2184 0.7493 4.0334 0.0157 -0.0174 0.0244
H 1.9738 0.6384 3.8781 0.0076 -0.0278 0.0406
H 0.9299 -0.1097 2.6578 -0.0491 -0.0149 -0.0142
H -0.1825 2.0051 -5.7145 -0.0030 -0.0260 -0.0126
H 1.4796 1.4714 -5.9903 0.0669 0.0438 -0.0172
H 1.1405 3.1788 -5.7018 -0.0221 0.0246 -0.0249
H -0.0360 0.0643 -4.0280 -0.0236 -0.0197 0.1098
H 1.0143 0.2151 -2.5815 0.1607 -0.2268 -0.0383
H 1.7137 -0.1364 -4.1552 0.0874 -0.0213 0.0688
H 2.4509 3.5459 -3.5455 -0.0022 0.0041 -0.0085
H 3.2041 2.0560 -4.1312 0.0544 -0.0113 0.0407
H 2.6465 2.1653 -2.4548 0.0007 0.0471 0.0242
N -1.8446 -0.9189 1.4626 -0.2126 -0.1330 0.2417
C -0.9486 -1.9407 1.9508 0.5673 -0.0608 -0.6888
C -1.4562 -3.3746 1.7668 -0.0794 0.0163 0.2732
C -2.4710 -3.8662 2.8030 0.0356 0.1141 -0.2181
C -3.8146 -3.1340 2.7977 0.2175 -0.2781 0.2376
N -4.6371 -3.4571 1.6306 0.0687 0.1393 -0.0355
C -5.5587 -4.4076 1.5742 0.0000 0.1307 -0.1101
N -5.7834 -5.2193 2.6050 -0.0071 -0.0153 0.0172
N -6.2983 -4.5444 0.4705 -0.0848 -0.1116 -0.0778
C 0.4374 -1.8391 1.2094 -1.2249 0.3840 0.2606
O 1.3177 -2.6599 1.5544 1.1472 -0.0127 0.5779
O 0.6147 -0.9413 0.3622 0.5572 -0.5879 0.2369
H -2.1572 -0.2439 2.1430 -0.0119 0.0173 -0.0283
H -2.6003 -1.2674 0.8922 -0.0194 0.1671 -0.1060
H -0.7061 -1.7642 3.0033 -0.0209 -0.0777 0.0212
H -0.5907 -4.0345 1.8204 -0.0375 -0.0430 -0.1007
H -1.8745 -3.4660 0.7578 0.0341 -0.0204 -0.0470
H -2.0367 -3.7790 3.8015 -0.0162 0.0043 0.0132
H -2.6408 -4.9305 2.6142 -0.0614 -0.0222 0.1419
H -3.6592 -2.0581 2.7980 -0.0965 -0.0065 0.0064
H -4.3752 -3.3726 3.7026 -0.0871 0.0811 -0.0362
H -4.4885 -2.8978 0.8014 -0.0705 -0.0174 -0.0588
H -5.2123 -5.1947 3.4306 0.0007 0.0210 -0.0063
H -6.5256 -5.8970 2.5729 0.0177 -0.0160 0.0111
H -6.1381 -3.9848 -0.3492 0.0472 0.0769 0.0617
H -6.9891 -5.2710 0.3925 0.0409 -0.0333 0.0088
C 7.3409 0.6559 3.7704 -0.3836 -0.1599 -0.3654
Ge 6.5475 0.6970 1.9555 0.4589 0.5759 0.8042
C 5.8222 2.4892 1.6414 0.0138 -0.3933 0.0437
C 7.9683 0.2109 0.7013 -0.6786 -0.2846 -0.1046
C 4.9980 -0.6597 2.5074 -0.5671 -0.3292 1.6522
Se 3.5432 -1.3549 1.4464 0.1778 -0.0862 0.4141
C 4.1906 -3.1105 1.0331 -0.3657 -0.8005 0.5897
H 8.0823 1.4526 3.8254 0.0079 0.0231 -0.0190
H 7.8364 -0.2949 3.9616 0.0288 -0.0032 0.0069
H 6.5871 0.8233 4.5383 0.0402 0.0441 0.0503
H 6.6865 3.1528 1.5761 0.0201 -0.0245 0.0163
H 5.1983 2.8206 2.4706 -0.0054 -0.0373 0.0121
H 5.2727 2.5604 0.7124 -0.1283 0.0203 -0.1847
H 8.8700 0.7177 1.0442 -0.0570 0.0328 0.0863
H 7.7220 0.5537 -0.2984 0.0414 0.0134 -0.1493
H 8.1567 -0.8602 0.6669 0.0456 -0.0179 0.0266
H 4.5544 -0.0887 3.3276 0.0093 -0.1951 0.1223
H 5.5607 -1.5054 2.9064 -0.0582 0.0063 0.1503
H 5.2386 -3.0503 0.7571 0.0276 0.1019 0.1988
H 3.5904 -3.4881 0.2125 -0.1343 0.0867 0.0748
H 4.0403 -3.7354 1.9141 -0.0232 0.0268 0.0045
F 2.6871 -0.0798 -1.0474 1.1398 -0.2313 -0.0408
Sb 4.4570 -0.6029 -1.6491 -1.5304 1.1717 -3.3955
F 4.9037 1.1988 -1.3549 0.3080 -0.3636 0.2008
F 4.0632 -0.3227 -3.4541 0.0773 -0.0982 0.3055
F 6.1985 -1.1620 -1.9878 -0.0373 -0.0177 0.3294
F 3.7270 -2.3390 -1.6580 0.3573 0.1139 0.1416
F 4.8973 -0.8930 0.2392 0.7843 0.5582 -1.4546
```
Forces are in eV/Å.

***

2.
Here is 5 unconnected molecules or ions with the total composition C35H69BrCl2IN2O12S at a distorted geometry from OMol25. Energies are from ωB97M-V/def2-TZVPD.

* lowest unoccupied orbital energy: -5.0 eV
* net charge: +1
* HOMO level: -10.20 eV
* spin multiplicity: 1
* F_max: 0.0942 Eh/bohr
* total energy: -6576.93009 Ha

Geometry as XYZ:
```
123
Properties=species:S:1:pos:R:3:forces:R:3
C -4.7145 1.8664 2.6565 0.0710 0.6126 1.2672
C -3.6850 3.0617 2.5592 0.1181 0.9363 -1.1845
Cl -2.5546 3.2434 3.9900 -1.6404 -0.4721 -1.8644
C -3.5843 3.9865 1.5016 -0.5306 -1.6427 1.8028
Cl -2.3122 5.2847 1.6567 -1.7987 -1.2942 -0.8479
C -4.5807 3.8663 0.2946 -2.3211 0.4962 -1.1999
C -4.0889 3.4036 -1.0564 2.2770 0.1202 0.2289
C -2.5137 3.0760 -1.1449 -0.5794 -0.2930 0.1029
C -2.2349 1.6216 -0.5183 0.0221 -0.6310 -0.9776
C -3.3758 0.5471 -0.8137 -0.2856 -0.6487 0.9822
S -3.5828 0.1706 -2.6371 -0.3020 0.2391 0.2570
N -4.7632 3.2024 -2.2502 0.5103 1.4207 4.3499
N -6.0313 3.5360 -2.0907 -2.1061 0.5638 0.7818
Br -7.0354 3.3314 -3.6918 0.5214 -0.0204 0.4309
C -6.7275 3.9827 -0.9833 -0.8099 0.7467 1.9212
C -8.2828 4.3104 -1.1136 0.2233 -0.3737 -0.3822
C -6.0752 4.1789 0.3742 3.6476 -1.4113 -2.8539
I -7.0209 4.8042 2.2024 0.6783 -0.4486 -1.5738
H -5.4640 2.1558 3.4793 1.0699 -0.3788 -1.1184
H -4.2094 0.9145 3.0479 -0.5793 1.3750 -0.8870
H -5.3279 1.6905 1.7220 1.0641 0.2105 0.9519
H -2.1574 3.1584 -2.2310 -0.8367 -0.3748 1.5391
H -1.8840 3.8103 -0.5555 -1.0864 -0.6449 -0.6573
H -2.0756 1.6304 0.6090 -0.1712 0.2447 -1.4758
H -1.2747 1.2440 -1.0247 -1.2681 0.4697 0.9362
H -4.3855 0.8007 -0.3273 1.4583 -0.1604 -0.8226
H -3.0726 -0.4520 -0.3365 -0.3517 1.5368 -0.6286
H -4.9372 0.2603 -2.8978 0.8974 0.0631 0.7098
H -8.4892 5.0680 -1.9492 0.4375 -1.2739 1.0943
H -8.7328 4.7457 -0.1717 1.0025 -0.5830 -0.9574
H -8.8379 3.3267 -1.3177 0.7795 1.4700 0.0953
C -4.2829 -2.1074 5.9345 0.1626 0.2392 -0.2324
O -3.5140 -2.5796 4.8422 -0.2350 -0.2539 0.3829
C -2.6801 -3.6915 5.1406 -0.1802 -0.1726 -0.3311
C -2.8700 -4.8510 4.1583 0.1844 0.0255 -0.0919
O -4.1480 -5.4811 4.1346 0.0081 0.2395 -0.0203
C -5.2729 -4.7079 3.7290 -0.1207 -0.0563 0.0623
C -5.2775 -4.2003 2.2864 -0.0402 0.2452 0.3886
O -4.2405 -3.2608 2.0379 0.1404 -0.4835 -0.2505
C -3.4104 -3.5889 0.9356 0.0371 0.4233 0.1732
H -3.7776 -1.2509 6.3953 -0.0940 -0.0828 0.1629
H -5.2511 -1.7745 5.5531 0.0256 0.0303 -0.0198
H -4.4654 -2.8793 6.6884 0.0650 0.0267 -0.0505
H -2.8534 -4.0572 6.1581 -0.0682 0.0800 -0.0136
H -1.6444 -3.3458 5.0730 0.1495 -0.2219 0.0307
H -2.1659 -5.6360 4.4533 -0.1399 0.0041 0.1089
H -2.5713 -4.5664 3.1511 -0.0315 0.2346 -0.0134
H -5.4506 -3.8987 4.4373 0.1121 0.2020 -0.1687
H -6.1349 -5.3747 3.8352 0.1283 -0.0937 -0.0935
H -6.2248 -3.6750 2.1142 -0.1465 -0.2110 0.0819
H -5.2384 -5.0466 1.5930 0.1589 0.0323 0.0239
H -3.3392 -4.6666 0.7696 -0.0471 0.0177 -0.0087
H -2.4059 -3.2156 1.1506 -0.0366 -0.0015 -0.0203
H -3.7785 -3.0885 0.0344 0.0183 -0.1694 -0.1602
C 3.4425 -1.4862 1.4551 0.3602 -0.0034 -0.0781
O 3.6641 -1.2581 0.0742 -0.5819 -0.0681 0.1878
C 2.7264 -1.8890 -0.7859 0.0525 0.3696 -0.0740
C 2.1036 -0.9170 -1.7896 0.1296 -0.1967 -0.2161
O 1.3077 0.1365 -1.2532 0.0444 0.0962 0.0961
C 1.9458 1.1003 -0.4173 -0.0142 0.0516 0.1268
C 3.0217 1.9734 -1.0656 0.1777 -0.2930 0.3306
O 4.1560 1.2248 -1.4730 -0.5030 0.1470 -0.4333
C 4.5123 1.4040 -2.8354 0.3775 -0.1699 0.2147
H 4.0918 -2.2990 1.7990 -0.1602 -0.0065 0.1291
H 3.7071 -0.5770 1.9994 0.0785 -0.0290 -0.0266
H 2.3981 -1.7234 1.6828 0.0383 -0.0527 -0.0775
H 1.9240 -2.3715 -0.2171 0.0521 0.0206 0.0788
H 3.2660 -2.6630 -1.3398 -0.1796 -0.0964 -0.1968
H 1.4259 -1.5008 -2.4214 -0.0902 0.0272 0.1687
H 2.8518 -0.5179 -2.4716 0.2120 0.0422 0.1642
H 2.3113 0.6259 0.4932 0.2598 0.0014 -0.1103
H 1.1450 1.7718 -0.0869 -0.0361 0.0157 -0.1668
H 3.3735 2.6916 -0.3146 -0.2587 0.0924 0.0622
H 2.5896 2.5457 -1.8934 0.0398 -0.1165 -0.0826
H 3.6524 1.6418 -3.4670 -0.0136 0.0735 0.0532
H 4.9432 0.4663 -3.1947 0.0251 0.0489 0.0580
H 5.2721 2.1858 -2.9192 -0.1149 0.0898 -0.1877
C 2.2369 -5.2486 3.2762 -0.2320 0.2507 -0.1303
O 1.8334 -5.3700 1.9234 0.3870 -0.2189 0.2522
C 2.8640 -5.7677 1.0299 -0.3090 -0.2512 -0.0914
C 2.4603 -6.9677 0.1699 0.0700 0.0925 -0.2249
O 2.2057 -8.1911 0.8498 -0.1135 0.2281 0.0602
C 1.1127 -8.2191 1.7624 -0.0515 -0.1495 0.1546
C -0.2821 -8.0113 1.1693 0.2025 0.2520 0.3860
O -0.4506 -6.7078 0.6239 0.0232 -0.4192 -0.4967
C -0.8940 -6.7012 -0.7235 -0.0067 0.3763 0.3014
H 2.4550 -4.1983 3.5008 0.1229 -0.0920 0.1274
H 1.4093 -5.5740 3.9106 -0.0200 0.0530 -0.0235
H 3.1076 -5.8671 3.5149 -0.0209 0.0477 -0.0722
H 3.7871 -6.0106 1.5665 -0.0667 0.0225 0.0732
H 3.0651 -4.9173 0.3711 0.1901 -0.0866 -0.1951
H 3.2994 -7.1754 -0.5023 0.0529 -0.0640 0.1776
H 1.6271 -6.7203 -0.4857 -0.1136 0.1853 0.1346
H 1.2981 -7.5404 2.5948 -0.1870 0.1665 -0.1162
H 1.1269 -9.2213 2.2029 0.0116 -0.0257 -0.1939
H -1.0143 -8.1114 1.9795 0.0922 -0.2188 0.0579
H -0.4953 -8.7932 0.4332 0.0722 0.1135 -0.0845
H -0.5670 -7.5864 -1.2748 -0.0553 -0.0257 0.0375
H -0.4663 -5.8226 -1.2132 -0.0532 0.0032 0.0361
H -1.9844 -6.6158 -0.7536 -0.0343 -0.1415 -0.1704
C 4.6925 7.1333 -6.2787 0.1404 -0.3459 -0.0627
O 5.8001 6.7090 -5.5044 -0.2355 0.5197 0.0274
C 6.7896 7.7050 -5.2888 -0.0738 -0.1484 0.3686
C 7.1480 7.8672 -3.8092 0.2106 -0.0605 -0.0475
O 6.1188 8.3262 -2.9372 -0.0627 -0.1787 -0.1065
C 4.9694 7.5045 -2.7614 -0.1228 0.0685 0.0146
C 5.1882 6.1405 -2.1043 -0.1397 0.0345 -0.4381
O 5.9791 5.2719 -2.9023 0.2986 0.2684 0.4822
C 7.1077 4.7330 -2.2322 -0.1179 -0.2024 -0.3896
H 4.8335 6.8237 -7.3202 -0.1132 0.1629 -0.0108
H 3.7962 6.6443 -5.8903 0.0342 -0.0526 -0.0280
H 4.5333 8.2152 -6.2318 0.0784 -0.0404 -0.0010
H 6.4712 8.6750 -5.6849 -0.0712 -0.0547 -0.0125
H 7.6866 7.3920 -5.8309 0.1892 0.1826 0.0682
H 7.9342 8.6273 -3.7541 -0.1686 0.0836 -0.0265
H 7.6016 6.9608 -3.4126 -0.1150 -0.1985 -0.1328
H 4.4241 7.4118 -3.7007 0.1028 -0.2723 -0.0559
H 4.3064 8.0736 -2.1011 0.1658 0.0092 0.0880
H 4.2094 5.6576 -1.9911 -0.1178 0.2025 0.1280
H 5.6092 6.2726 -1.1022 0.1285 -0.0034 -0.0825
H 7.4897 5.3966 -1.4523 -0.0776 -0.0078 0.0308
H 7.9001 4.5928 -2.9713 -0.0670 -0.0425 0.0137
H 6.8541 3.7562 -1.8097 0.1173 0.0268 0.1920
```
Forces are in eV/Å.

***

Q: The highest F_max belongs to which entry?
A: C35H69BrCl2IN2O12S

***

Q: What is the net charge in the first record?
A: +2

***

Q: What is the formula in the second record?
A: C35H69BrCl2IN2O12S